ORCA calculation (ωB97M-V/def2-TZVPD) on 4 unconnected molecules or ions with the total composition C26H36BrCl2F9N2O12S.

```
89
Properties=species:S:1:pos:R:3:mulliken_charge:R:1
Br 2.388 -2.553 0.539 0.02
Cl -0.486 -3.342 2.838 -0.15
Cl -0.141 0.846 3.657 -0.21
S -5.461 0.651 1.811 1.29
F -14.315 2.608 3.567 -0.24
F 7.994 -0.391 -1.314 -0.27
F 0.590 -1.701 -6.992 -0.26
F -12.698 2.079 4.899 -0.25
F 0.891 -3.761 -6.403 -0.24
F 2.569 -2.580 -7.080 -0.25
F -14.042 0.546 4.164 -0.25
F 6.802 1.416 -1.329 -0.26
F 8.956 1.546 -1.200 -0.28
O -5.877 0.488 0.458 -0.63
O 9.235 0.633 -3.694 -0.32
O -12.784 1.811 1.512 -0.51
O 7.043 1.106 -3.976 -0.51
O -11.439 0.734 2.974 -0.34
O 1.161 -2.633 -3.987 -0.51
O -0.656 0.442 -1.761 -0.61
O 3.817 0.324 -0.200 -0.71
O 1.129 -0.328 -0.628 0.15
O 2.456 -1.028 -4.916 -0.36
O -6.441 0.612 2.851 -0.59
O -4.687 2.041 1.887 -0.47
N 4.612 0.180 1.944 0.12
N -0.618 -2.273 0.262 -0.44
C 2.175 0.061 1.512 -0.43
C 7.939 0.876 -1.751 1.11
C -3.182 -0.793 1.099 -0.60
C 8.004 0.903 -3.296 0.23
C -0.753 0.120 0.679 -0.43
C -10.503 0.394 1.922 -0.23
C -0.259 -0.901 3.707 1.02
C -9.579 1.545 1.608 -0.96
C 3.600 0.211 0.978 -0.44
C 4.561 1.340 2.841 -0.99
C 1.670 -2.085 -4.922 0.33
C -0.372 -1.383 5.117 -1.44
C 5.926 0.027 1.315 -1.00
C 9.591 1.973 -5.706 -1.09
C 2.744 -0.464 -3.607 0.11
C -0.173 0.121 -0.723 0.28
C -12.498 1.432 2.609 0.34
C 1.430 -2.547 -6.379 0.88
C 3.830 -1.234 -2.898 -0.35
C -0.272 -1.641 2.598 -1.99
C 1.356 -0.908 0.666 0.09
C -2.243 0.404 0.866 -0.80
C -13.405 1.680 3.837 0.91
C -0.108 -1.200 1.140 2.13
C 9.441 0.586 -5.126 -0.22
C -4.239 -0.579 2.186 -1.32
H 5.986 -0.939 0.820 0.27
H -3.774 -0.334 3.144 0.37
H -3.725 -1.011 0.177 0.35
H -9.948 -0.456 2.312 0.29
H -9.058 1.872 2.507 0.28
H -10.130 2.395 1.205 0.37
H -1.497 -2.030 -0.173 0.23
H -1.349 -1.131 5.534 0.28
H 3.509 -2.256 -2.693 0.30
H -4.839 -1.484 2.274 0.42
H 2.225 -0.310 2.534 0.55
H 9.821 1.903 -6.769 0.37
H 10.399 2.509 -5.208 0.30
H -2.650 -1.707 1.362 0.74
H 1.823 -0.439 -3.029 -0.03
H 5.021 2.214 2.366 0.34
H 6.147 0.845 0.630 0.39
H -0.231 0.972 1.118 0.12
H 5.082 1.116 3.771 0.36
H 6.678 0.045 2.107 0.42
H 3.529 1.594 3.082 0.31
H 4.737 -1.273 -3.504 0.40
H -4.177 2.081 2.709 0.36
H 4.035 -0.739 -1.950 -0.21
H 10.350 0.003 -5.251 0.32
H -8.836 1.233 0.875 0.26
H 0.025 -2.517 -0.480 0.37
H -2.315 1.073 1.724 0.44
H 1.717 1.051 1.507 0.49
H -11.058 0.066 1.044 0.33
H -2.583 0.985 0.008 0.33
H 8.616 0.042 -5.585 0.32
H 8.674 2.548 -5.589 0.31
H 0.371 -0.865 5.725 0.37
H 3.052 0.559 -3.810 0.37
H -0.186 -2.449 5.193 0.48
```

Results
DFT total energy = -6816.149822 Eh
LUMO = -0.0072 Eh
Orbital gap = 0.356 Eh
2S+1 = 1